Record 1
C9H38O10 | ωB97M-V/def2-TZVPD

```
57
Properties=species:S:1:pos:R:3:forces:R:3
C -5.238953 -10.979539 10.857676 -0.4089 0.0527 0.8547
C -3.846301 -10.645864 10.436875 1.6176 1.6444 0.7531
C -2.909106 -10.338821 11.618609 -1.7195 -0.2210 0.6710
O -3.227837 -11.615267 9.692122 0.4783 -1.6509 -1.1430
H -5.814658 -10.074736 11.052601 0.0040 0.0304 -0.1029
H -5.207238 -11.492962 11.818656 -0.1982 -0.4337 -0.0885
H -5.768112 -11.577359 10.115591 -0.0150 -0.0787 -0.0068
H -3.837947 -9.706513 9.884026 -0.3067 0.3133 -0.5179
H -2.815004 -11.205244 12.273263 0.2756 -0.3304 -0.2520
H -3.558406 -9.688754 12.205057 0.6287 0.7111 0.3550
H -1.930479 -9.909932 11.403111 -0.3215 0.0110 -0.2454
H -3.861378 -11.987918 9.074583 0.0650 -0.1105 -0.1873
C -9.376237 -6.148995 9.167798 -0.0090 -0.5158 -0.2331
C -10.115167 -6.390198 10.472962 0.4023 -0.5605 0.0883
C -10.652734 -5.155632 10.993659 -0.4161 3.3085 1.0005
O -11.276894 -7.162586 10.282549 -0.3404 -2.1145 -1.5346
H -8.745747 -6.992891 8.887747 -0.3019 -0.3184 -0.1241
H -8.655551 -5.335541 9.251533 -0.3286 0.2847 0.1819
H -10.105117 -5.944355 8.383611 0.1559 0.0934 -0.1219
H -9.409594 -6.883273 11.141639 -0.1054 -0.0508 0.3066
H -11.269962 -4.657752 10.245826 0.1665 -0.0376 -0.4723
H -9.892675 -4.433447 11.291755 0.0699 -0.0006 0.1625
H -11.372384 -5.237453 11.808216 0.3673 -0.4709 0.4230
H -11.770992 -7.332157 11.087964 0.3603 0.3329 0.1966
C -4.223895 -11.844813 15.993442 -0.8577 -0.1504 -0.6332
C -5.364922 -10.908299 15.601931 0.5858 0.1507 1.2797
C -6.614295 -11.650204 15.199185 -0.1335 -1.1856 -0.8591
O -5.616065 -10.105915 16.742489 -0.0146 0.3054 0.0188
H -4.617255 -12.534698 16.740053 0.1966 -0.2239 -0.0229
H -3.345906 -11.343560 16.400851 -0.1792 0.1657 -0.1998
H -3.999719 -12.356004 15.057220 0.5051 -0.4749 0.2592
H -4.997706 -10.256709 14.809024 -0.1587 0.0188 -0.4025
H -7.101329 -12.233265 15.980821 0.2062 0.4431 0.6004
H -6.331404 -12.449391 14.514080 0.0486 0.0254 -0.5083
H -7.389000 -11.073999 14.693300 0.1902 0.3410 0.0958
H -6.033155 -9.330435 16.360043 -0.4558 0.5964 0.3204
O -5.199072 -7.573191 12.204948 0.1352 -0.1936 0.0961
H -5.711481 -6.765606 12.243322 -0.1627 0.2637 0.1583
H -5.271085 -7.860077 11.294593 0.0661 -0.0503 -0.2785
O -10.018731 -10.069591 13.800951 -0.4071 -0.2739 0.0594
H -10.320231 -9.778844 14.661644 0.0591 -0.0123 0.4317
H -10.820064 -10.302259 13.331951 -0.3049 -0.1153 -0.2367
O -7.176028 -8.092412 15.324561 0.2913 0.0128 0.9366
H -7.338500 -8.347722 14.416460 0.2092 -0.1298 -0.7115
H -8.041441 -7.875666 15.671432 -0.0371 0.2227 0.1885
O -9.040439 -6.223410 13.626828 -0.2219 0.5804 0.1755
H -8.724662 -6.989894 13.148263 0.3759 -0.5307 -0.1870
H -9.785365 -6.546913 14.133441 -0.2088 0.0577 0.1166
O -8.650005 -12.109988 11.641289 -0.2362 -0.4144 0.0383
H -8.119188 -11.578191 11.048288 0.2000 0.2486 -0.2225
H -9.027313 -11.480322 12.255610 0.0491 0.0527 0.3279
O -8.081342 -9.745031 10.056926 0.0951 0.0308 0.2026
H -9.014946 -9.738900 9.845812 -0.4598 0.0889 -0.0569
H -7.642829 -9.706261 9.206962 0.2560 0.0291 -0.2298
O -7.986064 -8.774461 12.886803 0.4239 0.5800 -0.4784
H -8.757515 -9.267461 13.166151 -0.5567 -0.3637 0.2396
H -7.765664 -9.139081 12.029649 0.3814 0.0168 -0.4814
```
Forces are in eV/Å.

Summary:
HOMO energy = -9.292 eV
Energy relative to the best compared isomer or geometry (same formula, charge and spin) = 47.5 kcal per mole
Molar mass = 306.4 g mol⁻¹
Gap between HOMO and LUMO = 8.691 eV
LUMO level = -0.60 eV

***

Record 2
C9H3Cl3F6N6O5RhS2Se | ωB97M-V/def2-TZVPD

```
36
Properties=species:S:1:pos:R:3:forces:R:3
Rh -0.117787 -0.172953 -0.961376 -0.6616 -0.2730 -0.4515
F 3.924123 -0.575361 -3.313428 0.0043 -0.0384 -0.0087
C 3.819882 0.625604 -2.815833 -0.0297 -0.0544 -0.2869
F 4.100062 1.556382 -3.673145 0.0086 -0.0170 0.0035
F 4.475435 0.755229 -1.694316 -0.0241 0.0086 0.0115
S 1.973226 0.841423 -2.356154 0.4568 0.3882 1.0648
O 1.820083 -0.160423 -1.160167 0.2333 0.1750 0.0146
O 0.944785 0.471265 -3.289434 -0.5226 -0.2842 -0.1096
N 1.952800 2.281818 -1.796972 0.0556 0.0003 -0.2931
S 0.649216 2.924853 -1.192703 -0.1007 -0.1543 0.0561
O -0.342494 1.806073 -0.853172 0.1763 0.1650 0.2129
O 0.058172 4.001130 -1.872538 0.0386 0.0223 -0.0202
C 1.224107 3.454371 0.494744 0.0013 0.0513 -0.0938
F 1.689165 2.357350 1.111110 0.0316 -0.0787 0.0331
F 2.158136 4.348618 0.381208 0.0139 0.0092 0.0037
F 0.176166 3.905915 1.146042 -0.0395 0.0321 0.0223
Se 1.371459 -0.699729 2.134728 0.1337 -0.0592 -0.2110
N 0.317482 -0.680146 3.491472 -0.1049 0.1251 -0.0649
C -0.938649 -0.446656 3.115336 -0.0156 -0.0351 -0.2314
C -2.064815 -0.335662 3.970232 -0.2904 0.0368 -0.0243
C -3.302720 -0.085979 3.405752 0.2282 -0.0069 -0.2502
C -3.422798 0.045871 2.012792 -0.2455 0.0057 0.4732
N -2.365194 -0.074978 1.213615 0.4224 -0.0604 -0.2018
C -1.119732 -0.300613 1.705317 0.3400 -0.1641 0.3981
N -0.017500 -0.402837 0.980590 -0.3267 0.1421 0.1349
H -1.931869 -0.445522 5.041312 -0.0343 0.0009 0.0149
H -4.193404 0.011153 4.011854 -0.0019 0.0037 0.0051
H -4.374316 0.247592 1.527547 -0.0157 -0.0026 -0.0048
O -3.400644 0.527396 -0.691298 -0.5998 0.0715 -0.7704
N -2.426824 0.075082 -0.343161 0.8942 0.0038 0.6502
Cl -1.704914 -5.125540 -2.329129 0.0026 0.0060 -0.0039
C -0.109184 -4.735413 -1.710846 0.0167 0.0060 0.0236
Cl 1.157204 -5.031711 -2.884306 -0.0030 -0.0001 -0.0067
Cl 0.215088 -5.525385 -0.167382 -0.0029 -0.0095 -0.0084
C -0.102847 -3.280228 -1.428805 0.0665 -0.0205 -0.0659
N -0.090886 -2.157979 -1.209469 -0.1056 0.0049 -0.0150
```
Forces are in eV/Å.

Summary:
Total charge = +3
HOMO energy = -19.330 eV
Energy relative to the best compared isomer or geometry (same formula, charge and spin) = 9.4 kcal per mole
Molar mass = 741.5 g mol⁻¹
Gap between HOMO and LUMO = 6.369 eV
LUMO level = -12.96 eV

***

Record 3
C9H3F7N2S | ωB97M-V/def2-TZVPD

```
22
Properties=species:S:1:pos:R:3:forces:R:3
F 4.165336 0.372239 1.241345 -1.8133 2.3058 -4.5146
C 3.624793 1.109460 0.076409 2.0054 2.2297 0.3396
F 4.025247 2.551895 0.281440 -1.0926 -4.8687 -0.6401
F 4.218455 0.713437 -1.233755 -2.0734 0.9760 4.9719
C 1.953111 1.148309 0.036542 1.0227 1.4293 -0.6719
F 1.530073 1.525191 1.404495 1.0638 -1.3281 -4.8070
F 1.631907 2.198411 -1.001271 0.7966 -3.3489 3.7392
C 1.358163 -0.276140 -0.512367 -1.6584 -2.5966 -0.3134
F 1.563645 -0.497802 -1.980666 -0.0897 1.0964 4.4369
F 2.095896 -1.412343 0.156928 -1.7038 3.5157 -1.9279
C -0.231310 -0.534317 -0.211296 -3.1967 -2.9322 0.4345
C -0.767338 -2.118543 -0.229825 -1.6825 4.0015 0.5272
C -2.376776 -2.496858 0.014260 0.2514 4.3285 0.2155
C -3.485247 -1.305339 0.299441 3.8226 -1.2887 -0.7751
C -2.967521 0.252021 0.338393 0.4406 0.7850 -0.0623
N -3.817000 1.485793 0.581021 5.3867 -2.4739 -1.0180
S -2.697214 2.857694 0.510237 1.0368 -5.3387 -0.7914
N -1.156725 2.096871 0.151007 -3.2802 -4.2976 0.4177
C -1.374650 0.601633 0.084831 -1.0065 1.7639 0.1765
H -0.010068 -2.991039 -0.416950 -1.5669 2.0089 0.3995
H -2.663835 -3.653111 -0.054277 0.5296 3.0116 0.2512
H -4.618945 -1.627463 0.464057 2.8076 1.0211 -0.3880
```
Forces are in eV/Å.

Summary:
HOMO energy = -9.219 eV
Molar mass = 304.2 g mol⁻¹
Gap between HOMO and LUMO = 6.989 eV
LUMO level = -2.23 eV